{
  "formula": "C7H10",
  "method": "ωB97M-V with the def2-TZVPD basis set",
  "relative_energy_kj_mol": 563.9,
  "fmax_ev_per_a": 0.7,
  "e_lumo_ev": [0.720, 0.578],
  "homo_energy_ev": [-7.0, -6.6],
  "multiplicity": 1,
  "total_charge": 0,
  "elements": ["C", "C", "C", "C", "C", "C", "C", "H", "H", "H", "H", "H", "H", "H", "H", "H", "H"],
  "xyz": [[-1.493, -0.011, -1.226], [-0.343, 0.153, -0.239], [0.125, 1.581, 0.010], [1.741, 0.001, 0.605], [0.956, -0.889, 1.318], [-0.509, -0.671, 1.060], [1.023, -0.332, -0.595], [-2.375, 0.525, -0.854], [-1.232, 0.418, -2.199], [-1.778, -1.060, -1.370], [-0.663, 2.351, -0.058], [1.021, 1.896, -0.519], [2.812, 0.126, 0.721], [1.339, -1.564, 2.084], [-0.980, -0.152, 1.910], [-1.050, -1.603, 0.860], [1.407, -0.770, -1.509]],
  "atomic_forces_ev_per_a": [[0.0, 0.0, 0.0], [0.0, -0.1, -0.1], [-0.4, 0.3, -0.2], [0.2, -0.6, 0.1], [0.1, 0.2, 0.3], [0.0, 0.0, 0.0], [0.0, 0.1, -0.3], [0.1, -0.1, 0.0], [0.0, -0.1, 0.1], [0.1, 0.1, 0.0], [0.1, -0.1, 0.1], [0.0, -0.1, 0.1], [-0.2, 0.0, 0.0], [0.0, 0.1, -0.1], [0.1, -0.1, -0.1], [0.1, 0.1, 0.0], [0.0, 0.1, 0.1]]
}